Computed, not measured: C5H9NS2 in the gas phase, with the ωB97M-V functional and the def2-TZVPD basis.

Geometry as XYZ:
```
17
Properties=species:S:1:pos:R:3:mulliken_charge:R:1
C 0.658 0.957 0.665 -0.9715
C 0.295 -0.536 0.556 0.7349
C -1.021 -0.796 1.260 -0.8951
C -0.902 -0.239 -1.498 -0.6392
C 0.047 -1.169 -0.774 -0.5055
H 2.371 1.086 -0.497 0.2179
H 1.548 2.489 -0.332 0.2329
H 1.145 1.067 1.645 0.3413
H -0.293 1.511 0.714 0.4526
H -1.188 -0.208 2.172 0.3856
H -1.209 -1.856 1.464 0.3789
H -1.378 -0.692 -2.375 0.3747
H -0.504 0.744 -1.689 0.3662
H -0.481 -2.132 -0.651 0.3912
N 1.431 1.478 -0.461 -0.5068
S -2.202 -0.200 -0.102 -0.1412
S 1.684 -1.505 -0.096 -0.2169
```

HOMO energy (eV): -8.72
Frontier orbital gap (eV): 9.31
Net charge: 0
SMILES string: NC[C@@]12CSC[C@H]1S2
Relative energy (zero: lowest compared OMol25 entry of this formula, charge and spin) (kcal/mol): 54.9
Calculated total energy (eV): -28489.2557

***

Computed, not measured: a molecular structure, C5H9O3Ru, with the ωB97M-V functional and the def2-TZVPD basis.

Geometry as XYZ:
```
18
Properties=species:S:1:pos:R:3:lowdin_spin:R:1
H 4.948 -2.119 0.247 0.0017
O 2.438 -0.439 -0.247 0.2201
C 3.155 -1.393 -0.541 0.0571
H 2.687 -2.316 -0.930 0.0100
H 5.019 -1.657 -1.448 0.0036
C 4.621 -1.347 -0.469 0.0134
H 4.990 -0.358 -0.183 0.0000
C -1.344 -0.004 -0.606 0.3152
O -0.938 -0.887 -1.400 0.4824
Ru 0.573 -0.186 -0.086 3.6597
O -2.514 -0.190 -0.010 0.1945
C -3.149 0.667 0.956 0.0160
C -3.404 2.084 0.491 0.0080
H -2.555 0.646 1.876 0.0076
H -4.096 0.161 1.183 0.0060
H -2.461 2.627 0.344 0.0043
H -3.979 2.617 1.262 0.0001
H -3.990 2.093 -0.437 0.0003
```

HOMO energy (alpha / beta) (eV): -18.59 / -19.12
2S+1: 6
Frontier orbital gap (alpha / beta) (eV): 9.32 / 6.40
Net charge: +2
Relative energy (zero: lowest compared OMol25 entry of this formula, charge and spin) (kcal/mol): 0.0
Calculated total energy (eV): -14030.6564

***

Computed, not measured: a gas-phase ion, C5H9O5S2 (charge -1), with the ωB97M-V functional and the def2-TZVPD basis.

Geometry as XYZ:
```
21
Properties=species:S:1:pos:R:3:mulliken_charge:R:1
C 0.168 -0.138 1.160 -1.1215
C 1.079 1.049 1.375 -0.6336
C 0.852 0.930 -1.367 -0.6868
C -0.557 0.036 -0.138 0.7603
C -1.107 -1.166 -0.819 -1.8468
O -1.198 2.544 0.447 -0.6976
O 2.901 -0.153 -0.135 -0.6820
O 2.847 2.289 -0.236 -0.7075
O -2.405 1.427 -1.361 -0.6999
O -2.750 0.726 0.965 -0.7204
S 2.095 1.056 -0.125 1.1278
S -1.850 1.325 -0.020 1.2990
H 0.758 -1.061 1.169 0.3624
H -0.601 -0.183 1.938 0.3951
H 0.501 1.972 1.357 0.3987
H 1.718 0.973 2.250 0.4357
H 1.046 0.239 -2.166 0.3896
H 0.380 1.863 -1.613 0.3762
H -1.637 -0.843 -1.712 0.4243
H -1.833 -1.626 -0.146 0.3858
H -0.338 -1.899 -1.071 0.4414
```

HOMO energy (eV): -5.77
Frontier orbital gap (eV): 9.11
Net charge: -1
Calculated total energy (eV): -37239.8448

***

Computed, not measured: C5HClFN in the gas phase, with the ωB97M-V functional and the def2-TZVPD basis.

Geometry as XYZ:
```
9
Properties=species:S:1:pos:R:3:mulliken_charge:R:1
C 0.836 0.154 -1.199 0.6375
C 0.293 -0.035 0.016 -0.0121
C -1.066 0.308 0.302 -0.4789
C -2.228 0.457 0.655 0.1076
C 1.066 -0.664 1.067 0.0119
H -3.231 0.662 1.056 0.4038
N 1.655 -1.277 1.836 -0.3481
F 0.181 0.687 -2.217 -0.1974
Cl 2.493 -0.291 -1.515 -0.1243
```

HOMO energy (eV): -9.84
Frontier orbital gap (eV): 9.57
Net charge: 0
SMILES string: C#C/C(C#N)=C(\F)Cl
Relative energy (zero: lowest compared OMol25 entry of this formula, charge and spin) (kcal/mol): 3.6
Calculated total energy (eV): -21927.8923

***

Computed, not measured: a molecular structure, C5HF2OSr, with the ωB97M-V functional and the def2-TZVPD basis.

Geometry as XYZ:
```
10
Properties=species:S:1:pos:R:3:mulliken_charge:R:1
C 0.026 3.025 1.811 -0.0180
C 0.448 2.574 2.888 0.6811
F 1.317 2.469 3.773 0.0351
O 0.265 1.720 1.088 -0.1180
C 0.247 0.919 0.258 0.4664
C -0.848 -2.899 -3.992 -1.1414
C -0.356 -2.529 -5.049 0.8397
H -1.294 -3.693 -3.397 0.5522
F 0.111 -2.036 -6.083 -0.0791
Sr -0.436 -0.998 -2.280 1.7821
```

HOMO energy (eV): -22.01
Frontier orbital gap (eV): 8.33
Net charge: +3
Relative energy (zero: lowest compared OMol25 entry of this formula, charge and spin) (kcal/mol): 0.0
Calculated total energy (eV): -13476.0303

***

Computed, not measured: C5O3S2 in the gas phase, with the ωB97M-V functional and the def2-TZVPD basis.

Geometry as XYZ:
```
10
Properties=species:S:1:pos:R:3:mulliken_charge:R:1
C 0.355 -0.898 -0.075 0.4667
C -1.014 -0.211 -0.541 0.3675
C 0.469 -0.696 1.283 0.5433
C -0.626 1.162 -0.484 0.2223
C 0.500 1.377 0.232 -0.0026
O 1.100 -1.375 -0.885 -0.5113
O -1.953 -0.757 -0.998 -0.4568
O 0.299 -0.600 2.464 -0.3365
S -0.882 2.145 -1.825 -0.1151
S 1.694 2.326 0.693 -0.1776
```

HOMO energy (alpha / beta) (eV): -8.90 / -9.28
Frontier orbital gap (alpha / beta) (eV): 5.84 / 6.63
Net charge: 0
Calculated total energy (eV): -32991.9311

***

Repeat the third record exactly.
Computed, not measured: a gas-phase ion, C5H9O5S2 (charge -1), with the ωB97M-V functional and the def2-TZVPD basis.

Geometry as XYZ:
```
21
Properties=species:S:1:pos:R:3:mulliken_charge:R:1
C 0.168 -0.138 1.160 -1.1215
C 1.079 1.049 1.375 -0.6336
C 0.852 0.930 -1.367 -0.6868
C -0.557 0.036 -0.138 0.7603
C -1.107 -1.166 -0.819 -1.8468
O -1.198 2.544 0.447 -0.6976
O 2.901 -0.153 -0.135 -0.6820
O 2.847 2.289 -0.236 -0.7075
O -2.405 1.427 -1.361 -0.6999
O -2.750 0.726 0.965 -0.7204
S 2.095 1.056 -0.125 1.1278
S -1.850 1.325 -0.020 1.2990
H 0.758 -1.061 1.169 0.3624
H -0.601 -0.183 1.938 0.3951
H 0.501 1.972 1.357 0.3987
H 1.718 0.973 2.250 0.4357
H 1.046 0.239 -2.166 0.3896
H 0.380 1.863 -1.613 0.3762
H -1.637 -0.843 -1.712 0.4243
H -1.833 -1.626 -0.146 0.3858
H -0.338 -1.899 -1.071 0.4414
```

HOMO energy (eV): -5.77
Frontier orbital gap (eV): 9.11
Net charge: -1
Calculated total energy (eV): -37239.8448

***

Which of these has the highest calculated total energy? C5HF2OSr